P) DFT (ωB97M-V with the def2-TZVPD basis set) results for a 3-piece molecular cluster, C6H15NO3 overall.

HOMO energy, eV: -9.978
Spin multiplicity: 1
Kohn-Sham gap, Eh: 0.39353
E_LUMO, eV: 0.731

Positions of all 25 atoms, in Å:
C  -2.0422  0.3599  -0.9637
C  -0.5968  0.0773  -0.5386
C  -0.4190  0.0655  0.9670
C  -0.3988  1.5854  1.3305
C  -0.0287  2.3149  0.0274
N  0.2349  1.2277  -0.9278
C  1.5120  1.0146  -1.3397
O  2.0079  -0.0846  -1.5038
H  -2.7115  -0.4760  -0.7845
H  -2.3730  1.2345  -0.4152
H  -2.0142  0.6072  -2.0204
H  -0.2032  -0.8007  -1.0368
H  -1.1929  -0.4358  1.5386
H  0.5077  -0.3617  1.3579
H  0.2837  1.7586  2.1684
H  -1.3468  1.8847  1.7641
H  0.8137  2.9815  0.1585
H  -0.8728  2.8897  -0.3217
H  2.0254  1.9534  -1.5977
O  -0.0731  -3.8021  1.2376
H  -0.1610  -3.3669  2.0882
H  0.6522  -3.3246  0.8011
O  2.0235  -2.6279  -0.3288
H  1.9125  -1.6889  -0.5540
H  2.4605  -2.9857  -1.1068

=====

Q) DFT (ωB97M-V with the def2-TZVPD basis set) results for a 3-piece molecular cluster, C6H15NO3 overall.

HOMO energy, eV: -9.830
Spin multiplicity: 1
Kohn-Sham gap, Eh: 0.38902
E_LUMO, eV: 0.756

Positions of all 25 atoms, in Å:
C  -2.4509  2.0080  1.3387
C  -1.3192  1.3708  1.1461
C  0.0735  1.9022  1.0441
C  0.4578  2.1541  -0.4397
C  1.7889  1.5174  -0.8490
N  1.7228  0.0648  -0.8154
C  2.0327  -0.7910  0.1656
O  1.9934  -2.0091  0.0246
H  -2.3434  3.0746  1.5592
H  -3.4046  1.5813  1.6070
H  -1.3618  0.2888  0.9900
H  0.2687  2.8248  1.5934
H  0.7282  1.1647  1.5196
H  -0.2873  1.6889  -1.0913
H  0.4242  3.2305  -0.5963
H  2.1301  1.7877  -1.8450
H  2.5316  1.8824  -0.1296
H  1.3826  -0.3284  -1.6767
H  2.4247  -0.3698  1.1011
O  0.2991  -2.6793  -1.9966
H  0.8497  -2.4575  -1.2144
H  0.7972  -3.4172  -2.4070
O  -3.8740  -2.1979  0.9073
H  -3.6931  -2.2071  -0.0673
H  -3.0107  -2.5292  1.2101

=====

The data favor P); the next most stable structure lies 103.5 kJ/mol above it.